1.
Density functional theory data (ωB97M-V/def2-TZVPD) for a molecular structure, C26H47F6N2O24RbS5.

Kohn-Sham gap: 0.3399 Ha
Multiplicity: 1

Last column: Löwdin charge in e.
Cartesian coordinates (Å):
Rb -0.06 1.26 -1.62  0.9210
C -2.28 1.56 1.96  -0.6566
F -3.59 1.60 2.11  0.1621
F -1.92 2.43 0.99  0.0834
F -1.67 1.87 3.09  0.1676
S -1.64 -0.09 1.36  0.5981
O -1.91 -1.04 2.38  -0.2331
O -2.19 -0.39 0.07  -0.3266
N -0.04 0.38 1.09  -0.3863
S 0.80 -0.42 2.15  0.5370
O 0.61 0.00 3.51  -0.2740
O 0.88 -1.84 1.97  -0.2745
C 2.51 0.17 1.68  -0.6607
F 2.77 1.38 2.17  0.1320
F 3.39 -0.69 2.17  0.1571
F 2.66 0.20 0.35  0.1011
C 3.76 4.28 -1.12  -0.0278
O 3.14 4.67 0.09  0.0245
C 2.01 4.09 0.43  -0.6129
O 1.47 3.22 -0.23  -0.0182
O 1.64 4.51 1.62  0.0432
C 0.68 3.73 2.35  -0.0202
H 3.83 3.19 -1.23  0.0949
H 4.77 4.68 -1.12  0.1013
H 3.21 4.67 -1.97  0.0999
H 0.45 2.79 1.87  0.0493
H -0.28 4.24 2.38  0.1012
H 1.06 3.57 3.35  0.0883
C -6.18 0.31 3.06  -0.0227
O -5.87 -0.25 1.78  -0.0011
C -6.80 -0.94 1.16  -0.6333
O -7.83 -1.32 1.67  0.1245
O -6.38 -1.25 -0.06  0.0044
C -7.17 -2.09 -0.87  -0.0445
H -7.02 1.00 2.92  0.0907
H -5.35 0.88 3.42  0.0766
H -6.50 -0.51 3.71  0.1014
H -6.57 -2.31 -1.75  0.0935
H -8.08 -1.60 -1.21  0.0946
H -7.31 -3.07 -0.41  0.1012
C 3.47 -3.94 1.60  -0.0194
O 3.51 -4.34 0.22  0.0008
C 2.43 -5.00 -0.19  -0.6183
O 1.45 -5.31 0.42  0.1239
O 2.72 -5.50 -1.40  -0.0109
C 1.70 -6.32 -2.02  -0.0152
H 3.87 -4.80 2.14  0.1031
H 2.48 -3.69 1.96  0.0752
H 4.11 -3.09 1.80  0.0832
H 0.85 -5.69 -2.23  0.0688
H 1.43 -7.16 -1.38  0.1002
H 2.21 -6.62 -2.93  0.0950
C 3.44 3.81 6.07  -0.0681
C 4.36 4.78 6.45  -0.0587
C 5.30 5.19 5.52  -0.0081
C 5.31 4.65 4.24  -0.1554
C 4.41 3.66 3.90  -0.0032
C 3.45 3.25 4.80  -0.0645
N 6.35 5.10 3.32  -0.3600
O 6.88 4.24 2.65  0.0792
O 6.59 6.29 3.27  0.0949
H 2.73 3.49 6.82  0.1097
H 4.32 5.21 7.44  0.1078
H 6.12 5.83 5.81  0.1234
H 4.49 3.18 2.93  0.1141
H 2.72 2.48 4.56  0.0998
O 6.48 -3.92 -5.80  -0.2522
S 5.31 -3.53 -5.10  0.5548
O 4.61 -4.40 -4.21  -0.2679
O 5.71 -2.22 -4.29  -0.2493
C 4.70 -1.71 -3.37  -0.2468
C 4.91 -2.19 -1.96  -0.0612
C 4.16 -2.90 -6.29  -0.1200
H 3.72 -2.01 -3.74  0.0991
H 4.80 -0.63 -3.47  0.1237
H 4.22 -1.71 -1.26  0.0747
H 5.90 -1.88 -1.63  0.0907
H 4.90 -3.26 -1.77  0.0725
H 3.89 -3.71 -6.96  0.0741
H 4.53 -1.99 -6.77  0.0767
H 3.27 -2.59 -5.75  0.0487
O -0.42 -1.61 -3.05  -0.3556
S -1.14 -2.79 -2.66  0.5937
O -2.55 -2.91 -2.80  -0.2481
O -0.45 -4.01 -3.41  -0.2729
C -0.29 -3.90 -4.83  -0.2497
C 0.84 -4.86 -5.21  -0.0548
C -0.68 -3.16 -0.98  -0.0884
H 0.00 -2.87 -5.06  0.1082
H -1.21 -4.13 -5.37  0.1252
H 1.20 -4.81 -6.23  0.0802
H 0.58 -5.88 -4.94  0.0817
H 1.65 -4.53 -4.55  0.0703
H -1.37 -2.60 -0.35  0.0562
H 0.32 -2.76 -0.83  0.0736
H -0.70 -4.22 -0.76  0.0783
O -6.74 5.27 0.93  -0.2861
S -6.14 4.00 1.16  0.5782
O -5.75 3.57 2.46  -0.2658
O -7.08 2.89 0.51  -0.2735
C -8.52 3.14 0.46  -0.2316
C -8.99 2.64 -0.89  -0.0607
C -4.77 3.84 0.03  -0.1096
H -8.76 4.20 0.54  0.1095
H -8.91 2.55 1.28  0.1238
H -8.73 1.59 -1.01  0.0734
H -8.57 3.21 -1.71  0.0821
H -10.08 2.74 -0.92  0.0841
H -3.91 4.34 0.47  0.0698
H -5.06 4.41 -0.86  0.0718
H -4.59 2.78 -0.09  0.0655



2.
Density functional theory data (ωB97M-V/def2-TZVPD) for a molecular structure, C26H47MoN3O5PSSi.

Kohn-Sham gap (alpha / beta): 0.2743 / 0.2743 Ha
Multiplicity: 1
Energy above the lowest of the compared OMol25 structures with the same formula, charge and spin: 130.37 kJ/mol
Total charge: +3

Last column: Löwdin charge in e.
Cartesian coordinates (Å):
Mo 1.44 1.37 0.36  0.9276
C 0.44 5.29 -1.18  0.0248
C 1.33 4.13 -0.87  -0.2945
O 0.82 3.23 -0.14  -0.1858
C 2.68 4.07 -1.36  -0.0975
C 3.22 5.14 -2.10  0.0132
C 4.51 5.11 -2.57  -0.0216
C 5.30 3.99 -2.32  0.0033
C 4.81 2.91 -1.60  0.0206
C 3.52 2.95 -1.13  -0.2643
O 3.04 1.88 -0.44  -0.2756
H -0.54 5.13 -0.74  0.0995
H 0.34 5.41 -2.26  0.1176
H 0.87 6.22 -0.79  0.1143
H 2.60 6.01 -2.30  0.1247
H 4.90 5.94 -3.14  0.1288
H 6.32 3.96 -2.69  0.1328
H 5.42 2.03 -1.41  0.1351
C 1.44 -3.95 -0.72  -0.0196
C 0.10 -4.65 -0.68  -0.5820
C -0.18 -5.43 -1.94  -0.0083
C -0.08 -5.48 0.57  -0.0116
O -0.95 -3.58 -0.57  -0.1016
Si -1.47 -2.48 -1.56  0.3404
S -0.06 -0.09 0.10  0.2514
O -2.84 -1.78 -1.27  -0.1115
C -4.07 -2.23 -0.54  -0.5824
C -3.76 -2.15 0.94  -0.0179
C -4.37 -3.65 -0.99  -0.0124
C -5.15 -1.26 -0.96  -0.0108
O -0.61 -2.10 -2.81  -0.1042
C -0.75 -1.42 -4.13  -0.5797
C -2.09 -0.71 -4.19  -0.0206
C -0.64 -2.52 -5.17  -0.0084
C 0.41 -0.45 -4.20  -0.0172
H 2.24 -4.69 -0.75  0.1078
H 1.58 -3.34 0.18  0.0842
H 1.53 -3.31 -1.60  0.0834
H 0.53 -6.26 -2.03  0.1114
H -0.07 -4.81 -2.83  0.0800
H -1.18 -5.86 -1.92  0.1024
H 0.66 -6.29 0.57  0.1071
H -1.07 -5.93 0.59  0.0982
H 0.06 -4.88 1.46  0.0927
H -2.94 -2.82 1.21  0.0851
H -4.64 -2.43 1.51  0.1072
H -3.49 -1.12 1.21  0.0855
H -3.58 -4.34 -0.69  0.0826
H -4.52 -3.69 -2.07  0.1034
H -5.30 -3.99 -0.52  0.1118
H -4.87 -0.24 -0.70  0.0943
H -6.08 -1.51 -0.46  0.1070
H -5.31 -1.31 -2.04  0.0977
H -2.92 -1.42 -4.13  0.0947
H -2.17 -0.18 -5.13  0.1099
H -2.19 0.02 -3.38  0.0921
H -1.45 -3.24 -5.06  0.0992
H 0.31 -3.04 -5.08  0.0983
H -0.70 -2.09 -6.16  0.1083
H 0.32 0.31 -3.42  0.0744
H 0.42 0.05 -5.16  0.1059
H 1.36 -0.98 -4.08  0.0967
C 1.69 1.36 5.77  -0.0830
N 1.84 2.74 5.10  -0.0603
C 0.50 3.50 5.26  -0.0843
N -0.56 2.74 4.71  -0.1381
C -0.65 1.43 5.37  -0.1228
N 0.58 0.66 5.20  -0.1378
C 0.80 0.23 3.83  -0.2764
P 0.95 1.69 2.71  0.8777
C 2.24 2.62 3.66  -0.2146
C -0.53 2.64 3.26  -0.2590
H 1.53 1.55 6.83  0.1569
H 2.63 0.82 5.62  0.1527
H 2.57 3.26 5.60  0.1925
H 0.62 4.46 4.76  0.1521
H 0.37 3.65 6.33  0.1568
H -1.49 0.87 4.95  0.1474
H -0.84 1.58 6.43  0.1515
H -0.04 -0.38 3.49  0.1006
H 1.70 -0.39 3.75  0.1114
H 2.36 3.63 3.25  0.1138
H 3.20 2.11 3.60  0.1144
H -1.43 2.13 2.90  0.1110
H -0.53 3.63 2.81  0.1094



3.
Density functional theory data (ωB97M-V/def2-TZVPD) for 3 unconnected molecules or ions with the total composition C26H48BClF2N2O11PS4.

Kohn-Sham gap: 0.2019 Ha
Multiplicity: 1
Total charge: +1

Last column: Löwdin charge in e.
Cartesian coordinates (Å):
C -1.84 -1.05 3.16  0.0710
C -2.21 -0.44 2.04  -0.1087
C -2.78 0.45 0.79  -0.1800
C -2.43 1.99 1.17  -0.2208
C -0.88 2.40 0.79  -0.1703
C -0.68 3.32 -0.51  -0.4838
Cl -2.08 2.81 -1.66  0.8347
C 0.62 2.71 -1.31  -0.6431
S 2.07 2.24 -0.17  0.7876
C 0.26 1.28 -2.07  -0.2281
C 1.62 0.39 -2.36  -0.2304
C 1.20 -0.54 -3.66  -0.2157
C -0.06 -1.50 -3.37  -0.2011
S -1.43 -1.32 -4.67  0.7638
O -1.52 0.09 -5.22  -0.3818
O -2.77 -1.63 -4.01  -0.3507
O -1.11 -2.32 -6.01  -0.2091
N 1.20 3.55 -2.38  -0.0511
C 0.78 4.96 -2.47  -0.2616
C 1.94 5.82 -3.27  -0.0148
C 1.49 5.96 -4.84  -0.2653
O 0.89 6.97 -5.32  0.0987
F 1.81 4.82 -5.70  -0.0028
C 0.51 5.53 -0.99  -0.2881
P 2.02 5.68 0.15  0.9356
C 2.27 7.57 0.45  -0.2507
O 3.49 5.19 -0.59  -0.3469
N -0.71 4.81 -0.38  -0.0249
F -1.71 5.23 -1.27  -0.0138
B -1.22 5.45 0.90  -0.4913
O -0.69 6.73 1.42  0.0991
O -2.36 5.06 1.69  0.0107
C -3.64 5.49 1.15  -0.2227
C -3.77 7.03 0.73  -0.0781
H -1.40 -1.38 4.18  0.0660
H -2.28 0.06 -0.17  0.0883
H -3.92 0.23 0.77  0.1302
H -3.21 2.76 0.86  0.0796
H -2.43 2.01 2.34  0.1288
H -0.30 2.76 1.74  0.1504
H -0.44 1.33 0.60  0.1147
H 3.18 2.27 -1.03  -0.0591
H -0.16 1.47 -3.15  0.1088
H -0.41 0.60 -1.43  0.0873
H 2.49 1.04 -2.75  0.1021
H 1.89 -0.31 -1.50  0.1111
H 0.97 0.23 -4.50  0.1150
H 2.16 -1.09 -4.01  0.1247
H 0.32 -2.59 -3.50  0.1258
H -0.49 -1.43 -2.30  0.1207
H -1.34 -1.82 -6.84  0.1115
H 1.28 3.08 -3.30  0.1393
H -0.13 5.02 -3.20  0.1632
H 1.99 6.91 -2.88  0.1441
H 2.96 5.29 -3.29  0.1277
H 0.11 6.62 -1.14  0.1619
H 1.94 7.80 1.55  0.0589
H 1.70 8.21 -0.32  0.0509
H 3.41 7.78 0.35  0.0709
H 3.37 4.52 -1.30  0.0096
H -0.64 6.67 2.41  0.1490
H -3.87 4.86 0.19  0.1210
H -4.50 5.21 1.89  0.1521
H -4.89 7.37 0.72  0.1076
H -3.40 7.20 -0.37  0.0920
H -3.14 7.73 1.39  0.0901
C -3.00 -5.43 4.21  -0.2277
C -2.74 -6.60 3.26  -0.2142
C -1.42 -6.32 2.54  -0.2201
S -0.45 -5.30 3.65  0.6844
O -0.28 -3.99 3.05  -0.3386
O 0.66 -6.07 4.15  -0.3506
C -1.69 -5.17 4.93  -0.2334
H -3.81 -5.65 4.91  0.1162
H -3.29 -4.54 3.63  0.1149
H -2.65 -7.52 3.84  0.1209
H -3.55 -6.74 2.55  0.1153
H -0.87 -7.24 2.33  0.0922
H -1.58 -5.76 1.62  0.1093
H -1.64 -4.19 5.40  0.1010
H -1.49 -5.95 5.67  0.1110
C 3.27 -7.89 0.04  -0.2280
C 4.49 -7.91 0.97  -0.2193
C 4.03 -7.42 2.34  -0.2162
S 2.30 -7.83 2.46  0.6967
O 1.53 -6.61 2.52  -0.3788
O 2.13 -8.89 3.44  -0.3098
C 2.14 -8.53 0.83  -0.2336
H 3.47 -8.43 -0.89  0.1159
H 3.02 -6.86 -0.21  0.1179
H 4.87 -8.94 1.05  0.1195
H 5.30 -7.29 0.58  0.1147
H 4.58 -7.90 3.15  0.1068
H 4.12 -6.33 2.42  0.1089
H 1.15 -8.31 0.42  0.1051
H 2.28 -9.61 0.91  0.1097



4.
Density functional theory data (ωB97M-V/def2-TZVPD) for a molecular structure, C26H48BClLuNP.

Kohn-Sham gap (alpha / beta): 0.1136 / 0.1136 Ha
Multiplicity: 1
Total charge: -1

Last column: Löwdin charge in e.
Cartesian coordinates (Å):
Lu 3.31 1.32 0.95  0.5617
P -0.22 0.28 -2.35  1.1978
Cl 2.29 3.24 -0.04  -0.2043
C -0.99 -0.50 -0.85  -0.2534
H -1.97 0.00 -0.73  0.0868
H -0.36 -0.14 0.00  0.1019
C 1.61 0.57 -2.27  -0.3564
C -0.98 1.97 -2.33  -0.3672
C 2.32 0.38 -3.63  -0.1940
H 1.67 1.65 -2.03  0.0345
C 3.82 0.68 -3.56  -0.1949
H 2.18 -0.65 -3.98  0.0969
H 1.86 1.03 -4.39  0.1020
C 4.52 -0.10 -2.45  -0.1858
H 4.26 0.44 -4.54  0.1120
H 3.96 1.76 -3.41  0.1167
C 3.84 0.24 -1.11  -0.3870
H 4.46 -1.18 -2.63  0.1221
H 5.58 0.18 -2.39  0.1060
C 2.34 -0.12 -1.09  -0.2707
H 4.38 -0.27 -0.27  0.0123
H 3.93 1.37 -1.03  0.0015
H 2.19 -1.20 -1.12  0.0953
H 1.81 0.22 -0.13  0.0214
C -0.81 -0.66 -3.82  -0.3586
C -2.50 1.94 -2.63  -0.1999
H -0.84 2.27 -1.28  0.1311
C -3.12 3.32 -2.39  -0.1931
H -2.67 1.64 -3.67  0.1057
H -3.01 1.20 -2.00  0.1034
C -2.42 4.44 -3.16  -0.2039
H -4.18 3.28 -2.66  0.1092
H -3.08 3.54 -1.31  0.1196
C -0.89 4.41 -3.01  -0.1901
H -2.68 4.37 -4.22  0.1094
H -2.80 5.41 -2.81  0.1069
C -0.28 3.02 -3.21  -0.2001
H -0.44 5.11 -3.73  0.1107
H -0.62 4.77 -2.01  0.1156
H -0.34 2.73 -4.27  0.1029
H 0.80 3.08 -2.97  0.0892
C -0.13 -2.03 -4.02  -0.1931
H -1.87 -0.85 -3.57  0.1306
C -0.92 -2.85 -5.05  -0.1883
H 0.89 -1.89 -4.39  0.1020
H -0.06 -2.59 -3.08  0.0766
C -1.05 -2.12 -6.39  -0.2039
H -0.43 -3.82 -5.19  0.1135
H -1.92 -3.06 -4.65  0.1176
C -1.53 -0.67 -6.25  -0.1926
H -0.08 -2.13 -6.90  0.1113
H -1.75 -2.67 -7.04  0.1052
C -0.79 0.11 -5.15  -0.2023
H -1.41 -0.14 -7.20  0.1088
H -2.60 -0.67 -6.01  0.1144
H 0.25 0.28 -5.46  0.1057
H -1.25 1.10 -5.04  0.0812
C 0.30 -2.66 -0.52  -0.2289
C -1.14 -1.94 -0.80  -0.4042
H 0.97 -2.81 -1.38  0.0005
C -2.12 -2.40 0.29  -0.1835
H -1.51 -2.33 -1.76  0.0963
C -1.54 -2.27 1.69  -0.2245
H -3.05 -1.82 0.22  0.0984
H -2.36 -3.45 0.10  0.1074
C -0.31 -3.16 1.89  -0.2028
H -1.26 -1.23 1.90  0.0444
H -2.30 -2.53 2.44  0.1105
C 0.78 -2.83 0.83  -0.3229
H 0.09 -3.03 2.90  0.0895
H -0.61 -4.21 1.77  0.0984
H 1.29 -1.89 1.17  0.0558
H 1.55 -3.62 0.84  0.0992
B -0.40 0.12 3.74  -0.4455
C 0.77 0.27 2.77  -0.1833
N 1.73 0.44 2.09  -0.0736
H -1.42 0.51 3.20  0.0249
H -0.18 0.80 4.72  0.0167
H -0.50 -1.05 4.09  0.0276



5.
Density functional theory data (ωB97M-V/def2-TZVPD) for a molecular structure, C26H48BN5O7P2S.

<S²>: 2.008
Kohn-Sham gap (alpha / beta): 0.2725 / 0.2770 Ha
Multiplicity: 3

Last column: Löwdin spin population.
Cartesian coordinates (Å):
C -3.08 1.72 -1.99  0.0001
P -2.51 3.45 -1.83  0.0001
O -3.88 4.27 -1.39  0.0000
C -1.55 3.31 -0.26  0.0000
C -0.18 3.43 -0.24  0.0000
P 0.86 3.65 -1.76  0.0001
O 0.16 2.50 -2.71  0.0009
O 0.29 5.07 -2.35  0.0000
C 0.54 3.34 1.02  0.0000
C 2.05 3.48 1.00  0.0000
N 2.49 4.84 0.74  0.0000
C -0.09 3.15 2.20  0.0000
B 0.68 3.08 3.59  0.0000
O 0.86 1.88 4.25  0.0002
O 1.17 4.22 4.15  0.0000
C -1.50 3.01 2.20  0.0000
N -2.28 2.78 3.26  0.0000
S -3.77 2.67 2.71  0.0000
N -3.54 2.91 1.14  0.0000
C -2.23 3.09 0.97  0.0000
H -3.04 1.40 -3.03  0.0000
H -2.45 1.07 -1.39  0.0001
H -4.09 1.63 -1.58  0.0000
H -4.66 3.71 -1.41  0.0000
H 0.36 2.72 -3.63  0.0006
H -0.65 5.17 -2.16  0.0000
H 2.48 3.13 1.95  0.0000
H 2.45 2.81 0.24  0.0000
H 1.75 5.52 0.84  0.0000
H 2.94 4.93 -0.16  0.0000
H 1.64 1.45 3.89  0.0001
H 1.44 4.87 3.49  0.0000
C 1.63 -1.09 6.19  0.0031
C 0.53 -2.06 5.67  0.0262
C -0.23 -2.71 6.83  0.0163
C 0.50 -3.87 7.51  0.0008
C 0.98 -4.88 6.47  0.0153
C 1.86 -4.24 5.40  0.0264
N 1.13 -3.09 4.76  0.3690
O 0.27 -3.52 3.91  0.5341
C 3.19 -3.81 6.04  0.0020
C 2.22 -5.26 4.32  -0.0009
C -0.45 -1.20 4.89  -0.0013
H 2.64 -1.44 5.99  0.0012
H 1.55 -0.12 5.69  -0.0001
H 1.54 -0.92 7.26  -0.0002
H -1.18 -3.09 6.45  0.0020
H -0.47 -1.94 7.56  0.0016
H 1.33 -3.51 8.11  0.0003
H -0.19 -4.36 8.20  0.0007
H 1.54 -5.68 6.95  0.0015
H 0.11 -5.35 5.99  0.0025
H 3.82 -3.29 5.31  0.0012
H 3.73 -4.70 6.36  -0.0005
H 3.07 -3.17 6.91  0.0000
H 1.33 -5.71 3.88  -0.0006
H 2.82 -6.05 4.77  -0.0004
H 2.80 -4.79 3.53  0.0002
H 0.00 -0.78 3.98  0.0000
H -0.77 -0.36 5.51  -0.0003
H -1.34 -1.76 4.60  -0.0003
C 1.33 0.63 -5.90  0.0030
C 0.47 -0.59 -5.46  0.0261
C 0.58 -1.75 -6.46  0.0162
C -0.27 -1.59 -7.72  0.0009
C -1.71 -1.25 -7.36  0.0153
C -1.81 0.00 -6.48  0.0265
N -0.95 -0.17 -5.26  0.3670
O -1.54 -0.93 -4.40  0.5344
C -1.40 1.23 -7.30  0.0020
C -3.25 0.23 -6.05  -0.0008
C 1.06 -1.06 -4.13  -0.0011
H 0.74 1.49 -6.19  0.0011
H 1.96 0.97 -5.07  -0.0001
H 1.99 0.38 -6.73  -0.0002
H 0.26 -2.67 -5.96  0.0020
H 1.63 -1.88 -6.72  0.0015
H 0.16 -0.84 -8.38  0.0003
H -0.25 -2.53 -8.28  0.0007
H -2.30 -1.08 -8.27  0.0015
H -2.17 -2.10 -6.84  0.0024
H -1.40 2.13 -6.68  0.0011
H -2.13 1.38 -8.10  -0.0005
H -0.43 1.14 -7.78  0.0000
H -3.67 -0.63 -5.55  -0.0006
H -3.85 0.45 -6.93  -0.0004
H -3.32 1.09 -5.37  0.0003
H 0.92 -0.31 -3.35  0.0000
H 2.13 -1.23 -4.27  -0.0003
H 0.61 -1.99 -3.79  -0.0003



| no. | F_max (hartree/bohr) | E_tot (Eh) |
| --- | --- | --- |
| 1 | 0.0527 | -5548.29617 |
| 2 | 0.0038 | -2655.87267 |
| 3 | 0.1416 | -4574.80539 |
| 4 | 0.0887 | -3136.06078 |
| 5 | 0.0308 | -2925.73606 |